1.
{
  "formula": "C2H2O4S",
  "method": "wB97M-V/def2-TZVPD",
  "symbols": ["C", "C", "O", "O", "O", "O", "S", "H", "H"],
  "positions_angstrom": [[-0.481, 0.984, -0.772], [-0.022, -0.303, -0.645], [-0.443, -1.613, 1.697], [1.751, -1.920, 0.620], [-0.776, 1.849, 0.190], [-0.491, 1.520, 1.435], [0.572, -1.123, 0.786], [-0.483, 1.317, -1.869], [0.374, -0.708, -1.442]],
  "total_charge": 0
}

=====

2.
{
  "formula": "C2H2O6Si",
  "method": "wB97M-V/def2-TZVPD",
  "symbols": ["C", "C", "O", "O", "O", "O", "O", "O", "Si", "H", "H"],
  "positions_angstrom": [[-2.134, -0.574, 0.303], [0.630, 0.895, -1.175], [-2.853, -1.062, -0.587], [0.749, 1.311, -2.376], [-2.140, -0.857, 1.503], [1.633, 0.592, -0.406], [-1.699, 2.288, 0.029], [2.684, -1.185, 1.230], [-1.127, 0.961, -0.396], [1.919, -1.868, 1.133], [2.338, -0.502, 0.741]],
  "total_charge": -2
}

=====

3.
{
  "formula": "C2H2OS",
  "method": "wB97M-V/def2-TZVPD",
  "symbols": ["C", "C", "H", "H", "O", "S"],
  "positions_angstrom": [[0.191, 0.074, 0.806], [-0.263, -0.086, -0.642], [1.207, -0.331, 1.346], [-0.895, 0.573, -1.066], [-0.632, 0.839, 1.310], [0.392, -1.068, -1.755]],
  "total_charge": 0
}

=====

4.
{
  "formula": "C2H2OS",
  "method": "wB97M-V/def2-TZVPD",
  "symbols": ["C", "C", "O", "S", "H", "H"],
  "positions_angstrom": [[-0.358, 0.571, 0.286], [0.144, -0.662, 0.647], [-0.773, 0.882, 2.217], [-0.228, -0.687, 2.375], [-0.278, 1.486, -0.084], [0.733, -1.450, 0.036]],
  "total_charge": 0,
  "s_squared": 2.0599,
  "spin_multiplicity": 3
}

=====

5.
{
  "formula": "C2H2OS2",
  "method": "wB97M-V/def2-TZVPD",
  "symbols": ["C", "C", "H", "H", "O", "S", "S"],
  "positions_angstrom": [[-0.732, 0.006, 0.107], [0.530, -0.877, 0.311], [0.441, 1.897, -1.140], [0.334, -1.572, 1.132], [-1.667, -0.285, 0.804], [-0.747, 1.558, -0.674], [1.841, -0.727, -0.542]],
  "total_charge": 0
}

=====

6.
{
  "formula": "C2H2OS3",
  "method": "wB97M-V/def2-TZVPD",
  "symbols": ["C", "C", "H", "H", "O", "S", "S", "S"],
  "positions_angstrom": [[-0.695, -0.570, -0.049], [0.660, 0.400, -0.008], [-3.007, -0.528, -0.287], [3.225, 0.462, 0.561], [-0.636, -1.733, -0.313], [-2.192, 0.478, 0.182], [2.118, -0.438, 0.104], [0.527, 1.930, -0.188]],
  "total_charge": 0
}

=====

no.,E (eV)
1,-21124.0978
2,-22269.9896
3,-14986.7496
4,-14982.7196
5,-25822.9389
6,-36657.9413